Computed, not measured: C30H54Br2N5PTi as an isolated structure, with ωB97M-V/def2-TZVPD.

Last column: Mulliken spin population.
Element x y z (Å)
1 Ti -0.18507 -0.41593 0.80701  1.0005
2 N 0.08919 0.81971 2.60941  -0.0045
3 C -0.67019 0.79839 3.91432  0.0129
4 C -1.91537 -0.06601 3.92219  -0.0023
5 C -2.79502 0.09063 2.70260  0.0199
6 N -2.28350 -0.77972 1.59423  0.0313
7 H 1.07429 0.79377 2.84694  -0.0001
8 H -0.03160 1.74476 2.20586  0.0082
9 H -0.93540 1.82613 4.15934  -0.0011
10 H 0.01367 0.45593 4.68482  0.0008
11 H -2.48556 0.19997 4.81326  0.0001
12 H -1.65499 -1.12391 4.04346  0.0003
13 H -2.80956 1.11533 2.33340  -0.0100
14 H -3.82131 -0.18900 2.93253  0.0017
15 H -2.91466 -0.64237 0.80764  0.0096
16 H -2.40662 -1.73880 1.90778  0.0054
17 C 2.71607 -1.34534 -2.61813  0.0081
18 C 3.14020 -1.37247 -1.14096  0.0032
19 C 4.66986 -1.34242 -1.07690  0.0001
20 P 2.28526 -0.02974 -0.16858  -0.0164
21 C 3.59018 0.76553 0.86566  -0.0070
22 C 4.12728 -0.17356 1.96347  0.0026
23 C 3.13764 2.11927 1.42239  0.0169
24 C 1.81023 1.23276 -1.35452  -0.0783
25 C 2.71898 1.88630 -2.18813  -0.0032
26 C 2.31233 2.85975 -3.09009  -0.0045
27 C 3.29317 3.57996 -3.97397  0.0005
28 C 0.95006 3.15778 -3.13700  0.0043
29 C 0.03119 2.53335 -2.30891  -0.0098
30 C 0.45841 1.56598 -1.40230  0.0618
31 N -0.45230 0.93538 -0.48922  -0.0640
32 C -1.76545 1.53651 -0.38714  0.0151
33 C -2.87162 0.94393 -1.02090  -0.0029
34 C -2.72506 -0.17438 -2.02352  -0.0038
35 C -4.13865 1.46376 -0.79250  0.0028
36 C -4.34204 2.59188 0.00195  -0.0015
37 C -5.72004 3.15679 0.19871  0.0002
38 C -3.22220 3.20970 0.54645  0.0038
39 C -1.93679 2.71074 0.36548  -0.0105
40 C -0.78103 3.50200 0.92413  0.0044
41 H 3.33147 -0.63107 -3.16647  -0.0002
42 H 1.68928 -1.03197 -2.78619  -0.0036
43 H 2.87757 -2.32638 -3.07381  0.0003
44 H 2.80937 -2.30355 -0.67068  0.0061
45 H 5.06602 -0.39872 -1.45941  -0.0003
46 H 5.06751 -2.13461 -1.71525  -0.0002
47 H 5.05690 -1.50401 -0.07374  0.0001
48 H 4.39364 0.96976 0.15599  -0.0041
49 H 4.04335 0.30089 2.93971  0.0010
50 H 5.17971 -0.40746 1.81364  0.0000
51 H 3.58799 -1.12288 2.01970  0.0005
52 H 2.53498 2.00583 2.32538  -0.0011
53 H 2.58690 2.71967 0.69815  -0.0022
54 H 4.01353 2.69711 1.72243  -0.0003
55 H 3.77512 1.63795 -2.13240  -0.0006
56 H 4.28180 3.12527 -3.92933  0.0001
57 H 3.39086 4.62399 -3.67074  -0.0005
58 H 2.96281 3.57438 -5.01318  -0.0004
59 H 0.59839 3.90781 -3.83762  -0.0002
60 H -1.01485 2.80590 -2.37163  0.0007
61 H -3.34577 -1.04255 -1.76310  -0.0005
62 H -1.68623 -0.47303 -2.14580  0.0055
63 H -3.07329 0.15309 -3.00507  0.0000
64 H -4.99237 1.00604 -1.28534  -0.0002
65 H -6.05636 3.65964 -0.71086  -0.0002
66 H -5.74185 3.88568 1.00704  0.0000
67 H -6.44399 2.37212 0.42133  -0.0001
68 H -3.34987 4.11999 1.12517  -0.0004
69 H -0.74319 4.48673 0.45371  -0.0001
70 H 0.18568 3.03859 0.73567  0.0021
71 H -0.90181 3.68788 1.99643  -0.0001
72 Br 2.33718 -1.27642 5.05351  0.0002
73 C 1.23641 -2.69853 4.46454  0.0011
74 Br 0.86811 -2.69474 2.51431  0.0043
75 H 0.26789 -2.65880 4.94169  0.0002
76 H 1.73761 -3.64393 4.61908  -0.0001
77 N -1.32413 -5.04722 -1.92737  0.0002
78 C -2.08658 -4.77360 -0.65696  -0.0004
79 C -1.28745 -3.82767 0.22675  0.0199
80 N -0.93869 -2.54767 -0.43073  -0.0477
81 C -0.21627 -2.83898 -1.68242  0.0468
82 C -0.96884 -3.76043 -2.62867  0.0035
83 H -1.87917 -5.64179 -2.54571  0.0001
84 H -0.47594 -5.57679 -1.71747  0.0000
85 H -2.26618 -5.72450 -0.16000  -0.0001
86 H -3.04357 -4.35064 -0.95801  0.0001
87 H -0.36571 -4.31520 0.54824  0.0000
88 H -1.86971 -3.65337 1.12890  -0.0028
89 H -1.80329 -2.07950 -0.69486  -0.0093
90 H 0.76061 -3.25620 -1.42990  -0.0066
91 H -0.03542 -1.91239 -2.20720  -0.0051
92 H -0.37345 -4.00512 -3.50584  -0.0001
93 H -1.91066 -3.32092 -2.95588  0.0001

Forces on the atoms, in the same order (eV/Å):
Ti -0.46 0.06 -0.08
N -0.09 -0.15 0.28
C 0.14 0.06 -0.16
C 0.02 -0.03 0.12
C 0.00 -0.10 -0.15
N 0.05 0.07 0.24
H 0.19 -0.10 0.03
H -0.02 0.09 -0.10
H -0.04 0.03 0.00
H 0.05 0.02 0.07
H 0.00 -0.01 0.01
H 0.01 -0.01 -0.02
H 0.01 0.05 -0.02
H -0.06 -0.02 0.00
H -0.05 0.00 -0.10
H -0.05 -0.07 0.01
C 0.10 -0.09 -0.03
C 0.12 0.02 -0.11
C 0.05 0.00 -0.01
P -0.07 -0.07 0.26
C 0.04 0.10 -0.04
C -0.03 -0.01 0.00
C 0.08 0.01 0.08
C 0.08 0.10 -0.07
C 0.03 -0.03 0.02
C 0.06 0.03 -0.03
C -0.01 -0.02 0.02
C -0.09 0.04 -0.03
C 0.02 0.00 -0.08
C -0.20 0.01 0.07
N 0.24 0.04 -0.37
C 0.06 -0.19 0.25
C 0.02 0.09 -0.04
C -0.05 -0.06 -0.01
C -0.05 0.02 0.00
C -0.03 0.00 -0.01
C 0.00 0.00 0.01
C -0.03 0.03 0.02
C 0.01 0.01 -0.06
C 0.00 0.02 0.04
H -0.02 -0.04 0.02
H -0.12 -0.02 0.01
H -0.01 0.06 0.04
H -0.05 -0.05 -0.03
H -0.01 -0.07 0.01
H -0.03 0.02 0.03
H 0.00 0.00 -0.03
H 0.00 0.01 -0.04
H -0.01 0.01 0.03
H -0.02 0.02 0.02
H 0.01 -0.01 -0.01
H -0.04 0.01 -0.01
H 0.02 -0.01 -0.03
H -0.02 -0.03 0.00
H -0.04 0.00 0.01
H -0.02 0.00 0.01
H -0.01 -0.02 0.00
H -0.01 0.00 0.02
H 0.01 -0.03 0.04
H 0.02 0.00 0.02
H 0.02 0.02 0.00
H 0.08 0.00 0.00
H -0.03 0.01 0.04
H 0.04 0.02 0.03
H 0.02 -0.02 0.02
H 0.01 -0.02 -0.02
H 0.02 0.01 -0.02
H 0.00 -0.04 -0.03
H -0.02 -0.03 0.00
H 0.04 -0.02 -0.02
H 0.00 0.00 -0.03
Br 0.01 0.06 -0.02
C -0.05 -0.01 -0.08
Br 0.07 0.12 -0.02
H -0.04 0.01 0.04
H 0.02 -0.05 0.03
N -0.06 0.13 0.03
C 0.08 -0.03 -0.13
C -0.02 0.04 0.00
N 0.05 -0.09 0.08
C 0.06 -0.07 0.06
C -0.04 -0.11 0.05
H -0.05 -0.04 -0.05
H 0.08 -0.03 0.03
H -0.01 -0.02 0.03
H -0.05 0.03 -0.01
H 0.04 0.02 -0.02
H 0.01 0.03 0.03
H -0.09 0.03 -0.03
H 0.02 -0.02 0.02
H 0.07 0.21 -0.12
H 0.02 0.01 -0.02
H -0.02 0.02 -0.01

As for the expectation value of S²: 0.759. The relative energy (zero: lowest compared OMol25 entry of this formula, charge and spin) comes out at 0.1892 eV. Its total energy is -211905.3456 eV. As for the spin multiplicity: 2. For the HOMO energy (alpha / beta), the calculation gives -15.26 / -15.26 eV. The value obtained for the orbital gap (alpha / beta) is 7.314 / 7.502 eV. As for the charge: +3.